# 1
C3H2O3 in the gas phase. Source: the OMol25 dataset; level of theory: ωB97M-V/def2-TZVPD.

Last columns: bonded neighbours and bond lengths (Å).
Atoms and positions in Å:
1 O 1.46 1.28 -0.35  C2 1.202
2 C 1.15 0.46 0.47  O1 1.202, C3 1.527, H7 1.106
3 C 0.06 -0.56 0.13  C2 1.527, O4 1.208, C5 1.525
4 O 0.20 -1.74 0.40  C3 1.208
5 C -1.19 -0.05 -0.56  C3 1.525, O6 1.203, H8 1.106
6 O -1.70 0.98 -0.19  C5 1.203
7 H 1.66 0.34 1.44  C2 1.106
8 H -1.63 -0.71 -1.33  C5 1.106

Its energy above the lowest of the compared OMol25 structures with the same formula, charge and spin is 147.5 kJ/mol. The SMILES is O=CC(=O)C=O. The calculation puts the HOMO-LUMO gap at 0.3306 Ha. The value obtained for the LUMO energy is -0.041 Ha.

List of natural (NBO) charges in e, atom by atom: -0.4541, 0.3473, 0.3845, -0.4501, 0.3464, -0.4536, 0.1399, 0.1398

***

# 2
A gas-phase ion, C3H2O3P (charge -1) in a non-equilibrium geometry. Source: the OMol25 dataset; level of theory: ωB97M-V/def2-TZVPD.

Last columns: bonded neighbours and bond lengths (Å).
Atoms and positions in Å:
1 C 0.98 0.19 -0.03  C2 1.292, P7 1.834, H8 1.078
2 C 2.03 0.07 0.71  C1 1.292, O4 1.171
3 C -0.51 0.90 2.42  O5 1.217, O6 1.216, P7 1.978
4 O 3.05 -0.08 1.27  C2 1.171
5 O -1.62 1.04 2.89  C3 1.217
6 O 0.61 0.73 2.86  C3 1.216
7 P -0.60 1.00 0.44  C1 1.834, C3 1.978, H9 1.398
8 H 1.04 -0.07 -1.07  C1 1.078
9 H -1.36 -0.17 0.36  P7 1.398

Its energy above the lowest of the compared OMol25 structures with the same formula, charge and spin is 7.3 kJ/mol. The SMILES is O=C=CPC(=O)[O-]. The calculation puts the HOMO-LUMO gap at 0.2774 Ha. As for the total charge: -1. The value obtained for the LUMO energy is 0.142 Ha.

natural (NBO) population analysis, charges in e, atoms 1 to 8: -0.8757, 0.7423, 0.6661, -0.5125, -0.7442, -0.7404, 0.2575, 0.2566